Entry 1:
{
  "formula": "C5H10N2O2",
  "method": "ωB97M-V/def2-TZVPD",
  "smiles": "C[N@@+]1(O)C(=[NH2+])CCC1=O",
  "gap_ev": 9.975,
  "total_charge": 2,
  "symbols": ["O", "O", "N", "N", "C", "C", "C", "C", "C", "H", "H", "H", "H", "H", "H", "H", "H", "H", "H"],
  "xyz": [[2.566894, 0.442322, -0.091613], [0.508547, -1.537727, -1.074667], [-2.038879, -0.731643, -0.333598], [0.409614, -0.709073, -0.014578], [0.527286, -1.182694, 1.353920], [-0.643195, 1.393245, -0.822202], [0.396312, 1.777589, 0.207117], [1.381142, 0.647600, 0.036871], [-1.059692, 0.049461, -0.455722], [1.684042, -1.215453, 1.453501], [-1.887130, -1.812531, -0.204947], [-0.037253, 1.911494, 1.209115], [-1.580427, 1.985209, -0.883050], [1.401499, -1.995657, -1.196117], [0.212362, -2.181309, 1.399956], [0.992838, 2.669369, -0.048197], [0.238686, -0.473887, 2.090998], [-3.007345, -0.348502, -0.748692], [-0.065296, 1.312181, -1.878089]],
  "forces_ev_per_angstrom": [[-4.6, 1.1, 0.4], [1.2, -1.9, -0.9], [-2.5, -0.4, -1.9], [-2.6, 4.3, -0.6], [4.0, -0.9, -0.6], [-1.0, 0.3, -2.3], [1.4, 0.6, -0.1], [3.7, -1.6, -0.3], [4.2, -2.7, 1.5], [-1.7, -0.4, 0.2], [-0.6, 2.4, -0.1], [0.4, -0.2, -0.1], [0.9, 0.4, -0.2], [-0.9, 0.9, 0.7], [-1.0, -1.3, 0.6], [-0.6, 0.0, 0.0], [-0.9, 0.5, 0.4], [2.2, -1.4, 1.3], [-1.7, 0.1, 1.9]],
  "mulliken_charge": [-0.331, -0.438, -0.236, 0.078, -0.817, -0.429, -0.597, 0.525, 0.422, 0.410, 0.359, 0.301, 0.473, 0.413, 0.409, 0.342, 0.351, 0.413, 0.350]
}

=====

Entry 2:
{
  "formula": "C5H10N2O2S",
  "method": "ωB97M-V/def2-TZVPD",
  "smiles": "CC/C=[N+](\\[O-])O.CSC#N",
  "gap_ev": 9.066,
  "symbols": ["S", "O", "O", "N", "N", "C", "C", "C", "C", "C", "H", "H", "H", "H", "H", "H", "H", "H", "H", "H"],
  "xyz": [[2.802796, 0.916388, -1.491277], [0.797037, -1.401553, 1.440657], [0.022540, -0.176767, 3.080564], [1.242307, 2.056807, 0.508112], [-0.096362, -0.673304, 1.870355], [-1.078024, -0.286293, 1.182364], [1.757550, 1.467905, -0.325902], [-1.232878, -0.571787, -0.235554], [1.923033, -0.574771, -2.113929], [-2.062150, 0.430509, -1.073069], [-1.997271, 1.383682, -0.756288], [-3.100910, 0.192273, -0.989745], [0.882724, -0.371664, 3.508361], [2.432859, -1.057377, -2.990624], [-1.714976, 0.513864, -2.060698], [-0.116922, -0.506338, -0.561925], [2.105346, -1.338339, -1.398570], [-1.632406, -1.639828, -0.363111], [-1.819830, 0.338880, 1.663543], [0.950442, -0.358946, -2.483661]],
  "forces_ev_per_angstrom": [[0.5, -0.8, -1.4], [1.7, -1.2, -0.2], [-0.3, 1.4, 3.5], [-0.9, 0.5, 1.0], [1.0, -0.6, -1.6], [-3.2, 1.8, 0.2], [0.3, -0.2, -0.2], [2.0, -1.1, -1.6], [1.9, -0.3, -1.2], [0.0, -2.9, 1.1], [0.5, 3.3, 1.7], [-0.7, -0.3, -0.5], [-0.3, -0.4, -1.2], [0.1, 1.2, 0.5], [0.2, -0.6, -1.5], [-1.9, -0.7, 0.0], [-1.0, -0.5, 1.0], [0.8, 1.3, -0.2], [0.3, 0.1, 0.3], [-0.9, 0.1, 0.4]],
  "mulliken_charge": [-0.120, -0.746, -0.497, -0.418, 0.918, -0.847, 0.475, 0.617, -0.812, -1.537, 0.494, 0.398, 0.386, 0.381, 0.373, -0.384, 0.351, 0.330, 0.391, 0.247]
}

=====

Entry 3:
{
  "formula": "C5H10N2O2S",
  "method": "ωB97M-V/def2-TZVPD",
  "gap_ev": [7.431, 8.059],
  "symbols": ["S", "O", "O", "N", "N", "C", "C", "C", "C", "C", "H", "H", "H", "H", "H", "H", "H", "H", "H", "H"],
  "xyz": [[-3.450552, 0.510372, -0.101948], [-1.247488, -2.268090, 0.138318], [1.478145, 0.539704, 0.818862], [-1.803367, 0.056421, 0.006939], [2.004961, -0.639595, -1.188869], [2.669185, 1.329521, 0.964986], [1.358303, -0.258826, -0.212063], [-3.097598, 2.273363, -0.351063], [-1.187897, -0.979720, 0.060340], [-0.072928, -3.027779, -0.097435], [2.938786, -0.282105, -1.402922], [0.163714, -3.037968, -1.165925], [-2.677299, 2.688391, 0.558822], [0.776114, -2.588330, 0.435843], [3.562604, 0.703542, 0.892426], [-0.285330, -4.035860, 0.256399], [-2.396162, 2.373765, -1.175047], [2.605807, 1.777468, 1.953338], [2.701683, 2.111287, 0.201405], [-4.040688, 2.754447, -0.592408]],
  "forces_ev_per_angstrom": [[0.2, 0.1, -0.1], [-1.3, -0.3, 0.2], [0.2, 0.4, 0.4], [-0.8, 0.3, 0.1], [0.5, 0.0, -0.5], [0.2, 0.0, -0.2], [-2.3, -1.0, 0.3], [0.0, -0.5, 0.1], [3.2, 0.9, -0.4], [0.8, -0.3, -0.2], [0.0, 0.2, 0.3], [-0.1, 0.0, 0.2], [0.0, 0.1, 0.0], [-0.2, -0.1, 0.0], [-0.1, 0.0, 0.0], [0.0, 0.1, 0.0], [-0.1, 0.1, 0.0], [0.0, 0.0, -0.1], [0.0, -0.1, 0.1], [-0.1, 0.1, 0.0]],
  "mulliken_charge": [-0.035, -0.336, -0.241, -0.242, -0.488, -0.768, 0.155, -0.785, 0.531, -0.565, 0.213, 0.301, 0.265, 0.315, 0.325, 0.231, 0.262, 0.227, 0.314, 0.323]
}

=====

Entry 4:
{
  "formula": "C5H10N2O2S",
  "method": "ωB97M-V/def2-TZVPD",
  "smiles": "C[C@@H]1SCN[C@@]1(C)[N+](=O)[O-]",
  "gap_ev": 9.331,
  "symbols": ["S", "O", "O", "N", "N", "C", "C", "C", "C", "C", "H", "H", "H", "H", "H", "H", "H", "H", "H", "H"],
  "xyz": [[-1.407277, 1.626027, 0.576308], [1.856858, -2.197882, 0.505699], [0.344319, -1.566653, 1.852403], [0.912223, -1.472577, 0.756072], [1.090417, 0.766963, 0.919569], [0.055091, 1.645457, 1.613223], [-1.888889, -0.369843, -1.127816], [0.558301, -0.239726, -0.026034], [-1.076345, -0.041010, 0.080129], [1.149216, -0.294385, -1.430445], [1.939043, 1.265296, 0.612424], [0.489343, -0.867299, -2.065327], [-2.860363, -0.080468, -0.810944], [-1.951887, -1.522954, -1.310832], [0.412417, 2.703485, 1.573189], [-1.175078, -0.842630, 0.868920], [1.151922, 0.780082, -1.789659], [-0.185915, 1.285940, 2.638056], [2.154970, -0.758200, -1.417565], [-1.568367, 0.180376, -2.017370]],
  "forces_ev_per_angstrom": [[0.1, 0.0, 0.1], [-0.4, 0.6, -1.3], [-0.1, -0.2, -1.1], [0.5, -1.7, 3.3], [-0.3, 1.1, -0.4], [1.4, -0.1, -0.8], [0.3, -2.3, -0.5], [-1.0, 2.2, 0.4], [2.5, -2.5, 0.6], [0.2, 1.3, 0.6], [-1.0, -0.4, 0.1], [0.0, -0.2, -0.2], [-1.2, 0.2, -0.4], [0.3, 2.1, 0.1], [-0.1, -0.9, 0.6], [-1.1, 1.4, -0.5], [0.2, -1.3, 0.2], [0.4, 0.2, -0.7], [-0.5, 0.5, -0.1], [-0.2, -0.2, 0.1]],
  "mulliken_charge": [-0.135, -0.639, -0.608, 0.937, -0.422, -0.518, -1.730, 0.619, 0.267, -1.470, 0.302, 0.376, 0.559, 0.283, 0.373, 0.401, 0.340, 0.251, 0.422, 0.390]
}